No. 1
12
Properties=species:S:1:pos:R:3 method="wB97M-V/def2-TZVPD" e_tot_ha=-360.5341 lumo_energy_ev=-0.44 de_lowest_kcal_mol=84.9 largest_force_ev_per_a=8.09 homo_lumo_gap_ev=9.55
O 1.75 -1.16 -0.43
O -2.17 0.26 -0.30
N -0.95 -1.86 0.12
C 0.17 0.40 0.03
C 1.52 0.03 -0.01
C -0.05 1.67 -0.09
C -1.09 -0.51 -0.12
H -0.86 2.36 -0.31
H 0.09 -2.09 -0.10
H 0.87 2.39 0.22
H -1.75 -2.29 0.34
H 2.45 0.82 0.64

No. 2
6
Properties=species:S:1:pos:R:3 method="wB97M-V/def2-TZVPD" spin_multiplicity=2 e_tot_ha=-923.2311 lumo_energy_ev="2.28 / 2.49" largest_force_ev_per_a=4.31 homo_lumo_gap_ev="3.77 / 8.46" total_charge=-1
Cl -0.02 -0.23 0.71
Na -0.20 1.12 -3.39
O -0.48 0.85 1.57
O -0.47 -1.59 0.89
O -0.29 0.19 -0.70
O 1.45 -0.33 0.92

No. 3
177
Properties=species:S:1:pos:R:3 method="wB97M-V/def2-TZVPD" e_tot_ha=-40313.0656 lumo_energy_ev=-3.42 largest_force_ev_per_a=3.93 homo_lumo_gap_ev=7.87 total_charge=+1
Cl -7.24 -1.40 -5.03
Cl -7.82 7.95 -3.49
Cl 1.98 8.01 -5.44
Cl -1.30 -7.92 7.87
Cl -5.21 -3.16 7.61
Cl 0.27 -4.59 7.22
Cl 4.45 2.69 -6.88
Cl -10.61 8.45 -2.89
Cl 7.14 1.76 -7.35
Cl -6.21 -3.24 -7.00
Cl 8.58 -2.65 8.43
Cl -7.78 -3.59 8.84
Cl -5.53 6.39 -3.02
Cl 6.59 -8.21 6.24
Cl 4.54 -6.18 6.36
Cl -5.76 5.56 -5.77
Cl -9.33 11.39 -7.29
Cl 1.32 -5.43 -10.87
Cl 7.98 -3.13 11.48
Cl -0.50 -3.85 4.55
Cl -10.68 10.11 -9.49
Cl 7.76 -4.51 6.39
Cl -0.42 -9.67 10.00
Cl -3.28 5.87 5.86
Cl 7.70 3.23 6.42
Cl -6.87 -4.18 -4.35
Cl -4.58 -2.47 -4.75
Cl -5.51 1.54 -4.26
Cl -5.00 1.33 6.34
Cl -3.57 -1.15 6.09
Cl 1.96 7.07 0.55
Cl -8.95 10.58 -3.92
Cl 9.05 -5.48 8.79
Cl 0.93 -3.14 -8.38
Cl 8.78 0.56 6.59
Cl 1.46 -8.00 8.58
Cl 0.80 5.07 2.28
Cl 5.30 -7.61 8.75
Cl 4.58 6.87 -5.98
Cl 3.76 -2.54 2.10
Cl 6.84 1.20 4.55
Cl 2.01 -1.61 5.24
Cl -4.07 7.80 -5.07
Cl -5.37 -4.17 10.31
Cl -3.96 6.44 3.11
Cl -3.90 3.71 4.05
Cl -8.02 1.92 -2.88
Cl 6.57 4.59 -7.34
Cl -1.80 -2.96 -7.49
Cl -6.10 0.01 -1.87
Cl 6.36 -4.45 8.92
Cl 3.84 -4.11 -11.36
Cl -5.99 5.49 4.93
Cl 3.70 -6.99 -11.36
Cl 2.44 6.53 -7.88
Cl 6.03 1.05 7.31
Cl 8.06 -1.87 14.08
Cl 3.82 -8.94 6.66
Cl -3.29 5.12 -4.33
Cl -2.42 -5.10 6.32
Cl 2.34 5.15 -5.36
Cl -0.12 -5.14 -6.59
Cl -9.71 8.38 -5.63
Cl -1.05 -5.06 -9.32
Cl 2.67 4.30 0.20
Cl 0.26 -10.27 7.26
Cl -7.84 10.61 -9.63
Cl 10.51 -2.37 12.64
Cl -5.91 -0.66 4.48
Cl -5.55 2.84 -1.69
Cl 5.62 2.94 -9.51
Cl -9.69 12.81 -9.77
Cl -6.14 -5.85 8.09
Cl -0.21 -6.64 5.26
Cl 3.59 5.74 2.52
Cl 8.68 -0.34 11.71
Cl 2.49 -5.49 -13.51
Cl -3.45 0.77 3.94
S -0.59 2.87 -3.75
S -0.58 -0.94 3.19
F -1.27 1.73 -2.89
F 1.74 2.98 -2.50
F -0.69 2.04 -5.08
F -2.79 3.19 -2.16
F 0.03 4.08 -4.59
F -0.52 3.82 -2.47
F -1.92 5.19 -1.97
F 4.89 2.17 0.60
F -3.42 4.58 -0.60
F 2.53 0.36 -3.36
F 0.49 -0.07 -3.83
F -2.02 3.44 -4.05
F 1.85 2.38 -4.52
O 4.34 1.21 -1.28
O -3.47 -2.60 0.64
O -2.88 -4.10 -0.86
O 2.23 1.44 1.29
N -0.44 -3.14 -2.16
N 1.65 -3.01 0.06
N -0.72 1.57 0.90
N 3.86 0.07 0.69
N 0.41 -0.16 1.98
N -1.23 -0.61 0.29
C 4.37 1.15 -0.07
C 4.07 -0.48 4.02
C -0.50 -4.07 -7.95
C 5.95 3.00 -7.77
C 5.07 -7.74 7.00
C -0.79 -3.39 -3.41
C 0.00 -8.98 8.43
C 2.54 0.28 1.10
C 1.16 2.21 -3.40
C -4.28 5.38 4.49
C -4.50 0.07 5.23
C 1.53 -0.90 1.38
C 7.94 -4.27 8.13
C 1.08 0.40 -1.56
C -2.57 -3.21 0.11
C 2.83 6.64 -6.16
C 2.60 -0.75 3.76
C -1.37 3.55 -0.37
C 2.21 -1.70 2.53
C -2.38 4.14 -1.32
C 8.81 -1.93 12.48
C -4.66 6.22 -4.55
C -6.23 -2.82 -5.28
C -6.13 -4.19 8.72
C 1.25 0.70 -3.05
C -0.47 -1.80 -0.15
C 2.84 -5.51 -11.78
C 1.12 -1.68 0.02
C -0.72 -5.05 5.84
C -1.69 -1.13 -2.28
C -2.05 -1.39 -3.59
C -9.27 8.84 -3.98
C -0.89 -2.02 -1.66
C -1.59 -2.54 -4.11
C -6.30 1.58 -2.68
C -1.11 -3.03 0.53
C 3.95 -3.46 -1.04
C -0.53 0.30 1.01
C 2.26 5.55 1.38
C 7.34 1.51 6.22
C 1.67 -0.99 -1.23
C 2.42 -3.69 -0.96
C -1.69 2.09 -0.06
C -9.38 11.23 -9.04
H 4.07 -0.83 0.28
H 4.59 -1.28 4.52
H -2.24 -4.82 -0.85
H -0.18 2.22 1.47
H 0.01 0.51 -1.36
H 1.45 -3.60 0.84
H -2.09 -0.81 0.80
H 4.27 -3.85 -2.01
H -1.71 1.52 -0.98
H -1.57 -0.04 3.42
H -0.46 -4.31 -3.87
H -0.33 3.62 -0.72
H 2.33 -4.76 -0.76
H -0.63 -3.96 0.25
H 1.50 -1.58 -2.13
H 2.07 0.20 3.72
H -2.70 -0.73 -4.14
H -1.14 -3.02 1.62
H 1.60 1.20 -1.04
H 1.63 -2.53 2.92
H 2.05 -3.61 -1.98
H 4.09 0.34 4.75
H 4.26 -2.42 -1.01
H -2.68 2.06 0.39
H -1.41 4.11 0.56
H -1.88 -2.79 -5.13
H 4.62 -0.09 3.17
H -2.08 -0.22 -1.86
H 2.74 -0.88 -1.21
H 4.46 -4.07 -0.31

No. 4
9
Properties=species:S:1:pos:R:3 method="wB97M-V/def2-TZVPD" spin_multiplicity=4 e_tot_ha=-409.9411 lumo_energy_ev="-5.78 / -8.63" largest_force_ev_per_a=5.61 homo_lumo_gap_ev="7.16 / 7.03" total_charge=+1
Pt -1.55 1.92 -0.97
F 0.54 1.06 -1.20
O -1.65 0.19 1.35
C -1.05 0.79 0.46
C 0.78 -1.03 -0.06
C 0.29 0.33 -0.01
H 0.81 -1.46 -1.07
H 1.41 -0.08 0.78
H 0.43 -1.72 0.71

No. 5
55
Properties=species:S:1:pos:R:3 method="wB97M-V/def2-TZVPD" e_tot_ha=-1153.0249 lumo_energy_ev=-2.18 de_lowest_kcal_mol=169.7 largest_force_ev_per_a=1.42 homo_lumo_gap_ev=3.34
O 3.08 -0.76 -3.18
O 3.04 1.45 -3.27
N 2.46 0.33 -3.23
N -2.85 1.30 0.70
C 2.67 -1.04 0.40
C 0.48 -0.97 -3.43
C 0.65 0.35 0.78
C -1.55 1.64 0.87
C -0.76 0.45 0.78
C 3.60 -4.57 1.47
C 1.42 -0.84 1.06
C -4.15 -0.84 0.23
C 2.91 -3.25 1.39
C -3.96 -2.22 0.06
C 1.04 -1.83 2.02
C 1.77 -3.00 2.18
C -2.31 3.97 1.00
C 1.11 0.32 -3.21
C -1.07 3.09 1.11
C -0.07 3.51 0.02
C 3.36 -2.24 0.53
C -3.01 -0.07 0.47
C -1.55 -1.99 0.34
C -0.49 3.18 2.53
C -2.68 -2.79 0.11
C -1.72 -0.63 0.54
C 0.47 1.60 -3.47
H -4.83 -2.87 -0.12
H 4.26 -2.43 -0.06
H 3.05 -0.27 -0.27
H 0.84 2.07 -4.40
H -2.77 3.88 0.00
H 0.82 -1.45 -4.36
H 2.95 -5.38 1.10
H -3.05 3.69 1.77
H -2.55 -3.87 -0.01
H -0.61 -0.83 -3.52
H 0.14 -1.66 2.62
H -2.05 5.03 1.16
H 0.36 2.51 2.68
H 1.21 1.28 0.65
H 4.51 -4.57 0.86
H -3.66 1.92 0.74
H 1.44 -3.76 2.89
H -0.61 1.45 -3.59
H -5.14 -0.39 0.23
H 0.18 4.58 0.11
H 0.88 2.97 0.02
H -1.28 2.88 3.25
H 0.66 2.31 -2.64
H 3.88 -4.83 2.49
H -0.52 3.38 -0.98
H 0.69 -1.66 -2.59
H -0.19 4.21 2.78
H -0.55 -2.40 0.37

No. 6
17
Properties=species:S:1:pos:R:3 method="wB97M-V/def2-TZVPD" spin_multiplicity=3 e_tot_ha=-789.6369 lumo_energy_ev="0.70 / -2.55" de_lowest_kcal_mol=81.5 largest_force_ev_per_a=9.02 homo_lumo_gap_ev="7.24 / 6.85"
P 2.97 0.01 -0.13
Si -0.27 -0.15 -0.05
C 1.54 -0.73 -0.55
C -1.27 0.25 -1.55
C -0.95 -1.04 1.43
C 0.03 1.51 0.83
H -2.00 -0.57 -1.71
H -0.87 2.09 0.75
H 1.48 -1.76 -1.68
H 3.91 -0.81 -0.73
H -0.56 0.16 -2.44
H -2.01 -0.66 1.55
H 0.27 1.18 1.89
H -0.95 -2.07 1.30
H -1.77 1.11 -1.73
H 0.92 2.06 0.54
H -0.46 -0.59 2.29

No. 7
10
Properties=species:S:1:pos:R:3 method="wB97M-V/def2-TZVPD" e_tot_ha=-665.3127 lumo_energy_ev=0.35 de_lowest_kcal_mol=45.7 largest_force_ev_per_a=4.53 homo_lumo_gap_ev=9.68 smiles="CC(=O)C(=O)S"
S 2.85 -0.28 0.49
O 0.97 -0.60 -1.56
O -0.55 1.91 -0.35
C 1.07 -0.07 -0.48
C -1.47 -0.33 0.06
C -0.45 0.75 -0.12
H 2.62 0.42 1.49
H -1.24 -1.05 -0.74
H -1.33 -0.89 0.95
H -2.48 0.13 0.25